ORCA calculation (wB97M-V/def2-TZVPD) on a cluster of 13 separate species, C36H84ClN12O16 in total in a non-equilibrium geometry.

Geometry (Å):
Cl -0.6072 0.7147 -0.3184
O -0.4758 -0.7399 -0.4770
O 0.6792 1.2919 0.0247
O -1.1041 1.3375 -1.5312
O -1.5777 1.0576 0.7003
C 1.9013 -1.6810 5.3727
O 1.1040 -2.6230 5.2439
N 3.1525 -1.7624 5.9354
C 3.6025 -3.0342 6.4827
C 4.1810 -0.7239 5.8126
H 1.7386 -0.6620 4.9192
H 3.7681 -3.0344 7.5181
H 4.5238 -3.3322 5.9242
H 2.8139 -3.7883 6.3983
H 4.6361 -0.6635 6.7467
H 4.9677 -1.0916 5.1265
H 3.7923 0.2359 5.5025
C 0.8886 -3.9124 -4.2739
O 1.1277 -4.5384 -5.3013
N -0.3510 -3.9135 -3.7079
C -1.3773 -4.5961 -4.4815
C -0.7357 -3.0229 -2.6450
H 1.6724 -3.2783 -3.8587
H -2.3135 -4.0822 -4.1467
H -1.4917 -5.6106 -4.0817
H -1.1974 -4.6582 -5.5776
H -0.9847 -2.0007 -3.0726
H -1.6252 -3.3422 -2.1450
H 0.0468 -2.9433 -1.8544
C -0.9059 6.7416 -2.2500
O -0.2850 6.8433 -3.2821
N -1.0953 5.5208 -1.6222
C -2.0569 5.4476 -0.5282
C -0.6902 4.3061 -2.3093
H -1.4330 7.6131 -1.8272
H -2.9394 4.8380 -0.8498
H -2.5264 6.4710 -0.4230
H -1.5873 5.1472 0.3674
H -0.3411 3.5636 -1.6170
H -1.5812 3.8541 -2.7901
H 0.0375 4.4570 -3.1270
C 2.9098 -1.1772 -1.2916
O 3.2565 -1.2913 -2.4646
N 3.7818 -0.7869 -0.3408
C 3.3475 -0.5817 1.0359
C 5.1544 -0.5935 -0.6205
H 1.8889 -1.3312 -0.9825
H 3.6173 -1.4782 1.6179
H 2.2999 -0.3868 1.1432
H 3.9909 0.2250 1.3578
H 5.3602 0.4925 -0.6511
H 5.8164 -1.0602 0.1168
H 5.4148 -1.0149 -1.5759
C 1.4616 2.0112 2.8013
O 1.8883 1.0125 3.3979
N 2.2529 3.1115 2.6191
C 1.5902 4.3387 2.1202
C 3.4587 3.3034 3.4772
H 0.4945 2.0185 2.3110
H 1.1176 4.8693 2.9476
H 0.8873 3.9603 1.4537
H 2.3221 4.9654 1.5463
H 3.2530 3.4141 4.5741
H 4.2810 2.5413 3.4664
H 3.9809 4.2508 3.1600
C -5.0966 0.4886 0.6637
O -5.9206 0.9254 1.4626
N -4.7703 -0.8304 0.4732
C -3.8744 -1.2067 -0.6248
C -5.3667 -1.9481 1.1496
H -4.4371 1.0660 0.0351
H -4.2646 -1.7198 -1.5251
H -2.9947 -1.7467 -0.3242
H -3.4054 -0.2769 -1.0723
H -6.2482 -2.3613 0.6285
H -4.5560 -2.6775 1.1115
H -5.6730 -1.7017 2.1328
C 4.1747 -3.8818 1.6666
O 5.3182 -3.9181 1.1483
N 3.1419 -4.1750 0.8984
C 1.7873 -4.2196 1.4498
C 3.2591 -4.5489 -0.5400
H 3.9572 -3.6587 2.7607
H 1.9191 -4.1435 2.5404
H 1.3017 -5.1829 1.3078
H 1.1131 -3.4534 1.1569
H 3.3862 -3.6649 -1.1944
H 4.0621 -5.2690 -0.6810
H 2.3380 -5.1190 -0.7972
C -0.3944 -1.2800 -5.7046
O -1.6247 -1.3364 -5.5015
N 0.4007 -0.2918 -5.2884
C 1.7913 -0.3427 -5.5375
C -0.1138 0.8492 -4.6035
H 0.1468 -2.0847 -6.3191
H 2.1702 -1.1786 -6.1598
H 2.2994 -0.2520 -4.6362
H 2.0340 0.5722 -6.1079
H -0.7607 1.4381 -5.2112
H -0.7639 0.6360 -3.7599
H 0.6627 1.5356 -4.3215
C -1.6730 -4.1935 0.7439
O -2.2437 -5.1875 0.3704
N -1.8901 -3.5601 1.9580
C -1.4733 -2.1472 2.1203
C -2.7039 -4.2443 2.9515
H -0.8878 -3.6459 0.1952
H -2.3734 -1.6257 2.4502
H -1.1327 -1.7664 1.1648
H -0.7319 -1.9943 2.9130
H -3.7741 -4.1413 2.8883
H -2.6010 -5.2891 2.9647
H -2.4301 -3.8521 3.9128
C -3.8485 1.5816 -2.8098
O -3.9052 2.4119 -1.8955
N -4.8594 0.7481 -3.1823
C -4.6645 -0.1750 -4.2785
C -6.2271 0.8868 -2.6015
H -2.9739 1.3581 -3.4652
H -3.6473 -0.3940 -4.5152
H -5.2070 0.1444 -5.1687
H -5.2519 -1.0108 -3.9782
H -6.6379 -0.1111 -2.5318
H -6.1727 1.3551 -1.6179
H -6.8220 1.5335 -3.2394
C 2.7709 5.1127 -1.4002
O 3.1477 5.8777 -0.5009
N 3.0695 3.7666 -1.3645
C 2.6463 2.8496 -2.4237
C 3.9703 3.1745 -0.3017
H 2.2335 5.5058 -2.2463
H 2.0799 2.0979 -1.8856
H 3.5010 2.4101 -2.9451
H 1.8981 3.2829 -3.0740
H 4.8731 2.8431 -0.8582
H 4.3420 3.8550 0.4295
H 3.5550 2.3002 0.1515
C -2.4822 3.2368 2.8917
O -1.7843 4.2245 3.0272
N -2.4573 2.1801 3.7877
C -3.1710 0.9594 3.4465
C -1.4125 2.1270 4.7920
H -3.2517 3.1643 2.1635
H -4.2606 1.1267 3.5229
H -2.8931 0.0965 4.0554
H -2.9679 0.7488 2.3893
H -1.8433 1.8958 5.7553
H -0.8085 1.1942 4.6519
H -0.7983 3.0295 4.7150

Summary:
F_max	3.245	eV/Å
HOMO energy	-6.9	eV
energy above the lowest of the compared OMol25 structures with the same formula, charge and spin	0.000	eV
E_tot	-3743.02158	Ha
total charge	-1



ORCA calculation (wB97M-V/def2-TZVPD) on the molecule C2H5NOS in a non-equilibrium geometry.

Geometry (Å):
C -0.0977 0.5681 -0.6076
C 1.0656 -0.0964 0.1501
N -1.3531 0.1117 -0.2183
O 0.5269 -1.0887 1.0601
S 0.0466 1.5450 -1.8652
H 1.5128 -0.7385 -0.6244
H 1.7497 0.4824 0.7333
H -1.4190 -0.8156 0.0995
H -2.1499 0.5529 -0.5603
H 0.1181 -0.5210 1.8328

Summary:
F_max	3.293	eV/Å
HOMO energy	-8.6	eV
energy above the lowest of the compared OMol25 structures with the same formula, charge and spin	1.242	eV
SMILES	NC(=S)CO
E_tot	-607.36117	Ha



ORCA calculation (wB97M-V/def2-TZVPD) on a cluster of 2 separate species, C12H17N in total in a non-equilibrium geometry.

Geometry (Å):
C -1.2477 -2.6439 -1.4607
C 0.1000 -0.4165 -1.6637
C -0.0598 -1.7760 -1.2326
C 1.3341 0.0500 -1.1685
C 1.1259 -2.1367 -0.6692
C -0.3101 1.7008 -2.6961
C 0.9206 2.1576 -2.1750
C -0.7340 0.4283 -2.4257
C 1.8053 1.3129 -1.5475
N 1.9784 -1.0428 -0.6221
H -0.9167 2.4372 -3.2032
H 1.2840 3.1353 -2.4628
H -1.6685 -0.0566 -2.6754
H 2.7592 1.6909 -1.2160
H -1.7823 -2.4640 -2.3934
H -1.9412 -2.5936 -0.6078
H 1.5667 -3.0769 -0.3918
H 2.7054 -0.9038 0.0672
H -0.9847 -3.7040 -1.3375
C 0.0162 0.9989 2.8057
C -0.7626 0.9907 1.4676
C -0.6613 0.2515 3.9685
H 0.2563 2.0194 3.0970
H 0.9115 0.3996 2.5972
H -0.9842 2.0107 1.1575
H -0.1751 0.4795 0.7168
H -1.2065 -0.6099 3.5508
H -1.7582 0.5522 1.5115
H -1.5523 0.8387 4.2231
H -0.0182 -0.0295 4.7864

Summary:
F_max	2.548	eV/Å
HOMO energy	-7.9	eV
energy above the lowest of the compared OMol25 structures with the same formula, charge and spin	0.928	eV
SMILES	Cc1c[nH]c2ccccc12.CCC
E_tot	-522.18616	Ha